Entry 1:
32
Properties=species:S:1:pos:R:3:forces:R:3 method="wB97M-V/def2-TZVPD" e_above_lowest_ev=1.582 lumo_ev=-0.61 gap_ha=0.35725 multiplicity=1
O 0.140856 -3.949015 -2.990278 0.4473 -0.0943 0.2877
C -0.067824 -3.742795 -4.139478 -0.6948 -0.1586 -1.6407
O 0.875206 -3.784375 -5.126918 0.8497 -0.3118 -0.0391
C 0.418356 -3.329475 -6.408568 0.5433 1.0461 -0.7330
C -0.946124 -2.760375 -6.217338 -1.6465 0.3972 2.1235
C -1.365184 -3.417735 -4.817238 -1.2868 1.0871 -1.5841
H 0.504436 -4.014405 -7.252118 -0.0278 -0.8892 0.6988
H 1.024346 -2.485305 -6.737588 0.6267 -0.1705 0.3441
H -1.688494 -2.860155 -7.009188 0.1980 -0.6694 0.0215
H -0.882294 -1.678605 -6.099928 0.1343 0.0508 0.2578
H -2.016824 -4.257555 -5.058428 0.5348 -0.5991 0.2971
H -2.015684 -2.810485 -4.187808 0.3223 0.3173 -0.0272
C 4.714976 3.800385 -2.251478 -0.6899 -0.1414 -0.5028
Br 5.847976 2.527545 -3.303288 -0.7689 1.1364 0.8971
Br 2.786646 3.362855 -2.506388 1.0502 0.1154 0.1018
Br 4.983656 5.691975 -2.658918 0.1594 -0.7919 -0.0530
H 4.884326 3.712605 -1.178298 0.2448 -0.3215 -0.4391
C -0.291524 0.291135 3.025982 -0.3464 1.2169 0.2559
Br 1.084146 1.662745 3.542412 -0.8576 -0.8782 -0.7490
Br -1.928594 1.160455 2.252272 1.1491 -0.5061 0.4658
Br -0.729984 -0.669025 4.627092 -0.0780 -0.1554 -0.2761
H 0.077346 -0.388135 2.257462 0.1326 0.3183 0.2958
C 3.925476 7.238715 7.811832 0.7729 0.1827 0.2927
Br 5.502516 6.101445 8.333642 -1.2370 0.8289 -0.3654
Br 4.271156 8.048285 6.019812 -0.3449 -0.3679 1.4526
Br 3.489176 8.516375 9.297732 0.4168 -0.7660 -1.3209
H 3.047616 6.598405 7.725392 0.3906 0.1204 -0.0604
C -6.997664 -3.620665 4.530872 -0.7912 -0.7383 0.9906
Br -8.656764 -2.570275 4.360692 0.8952 -0.5427 -0.3414
Br -6.843504 -5.135535 3.224922 -0.1060 1.4260 1.0708
Br -6.999774 -4.300125 6.438082 0.2146 0.2181 -1.3310
H -6.147964 -2.938885 4.495052 -0.2070 -0.3594 -0.3905


Entry 2:
21
Properties=species:S:1:pos:R:3:forces:R:3 method="wB97M-V/def2-TZVPD" e_above_lowest_ev=2.405 lumo_ev="-0.73 / 0.13" gap_ha="0.29744 / 0.28058" multiplicity=1
C 2.677873 1.853639 0.411375 -0.0294 -0.0182 0.0219
C 2.039205 1.161773 1.428341 0.1241 0.0250 0.0712
C 2.087358 1.933062 -0.838791 0.1020 0.0232 -0.0532
C 0.817425 0.559001 1.198992 -0.2170 -0.0618 -0.0368
C 0.867670 1.323998 -1.067363 -0.0787 0.0342 -0.0455
C 0.202748 0.642186 -0.050671 -0.3532 0.0092 -0.1823
C -0.709450 -3.509856 -1.498841 -0.1383 0.4002 0.1439
C -2.464980 -0.235644 1.249724 -0.0290 0.2318 -0.3985
Si -1.458960 -0.157727 -0.387742 0.4238 -1.0513 0.9484
Cl -2.517934 0.817776 -1.807122 -0.2258 0.4287 -0.4157
Br -4.346766 -0.647191 0.932776 0.1701 -0.0287 0.0090
H 3.629507 2.328016 0.595612 0.0953 0.0521 0.0121
H 2.493195 1.099387 2.405422 0.0523 -0.0191 0.1072
H 2.576072 2.471795 -1.636989 0.0519 0.0374 -0.0667
H 0.329095 0.030687 2.004049 -0.0467 -0.0799 0.1578
H 0.413685 1.392857 -2.043350 -0.0559 0.0486 -0.1787
H -1.225783 -4.007614 -0.707575 -0.1971 -0.1403 0.3147
H -1.210832 -3.357625 -2.428840 -0.1920 0.0995 -0.3440
H 0.353079 -3.417781 -1.454966 0.4040 0.0983 0.0386
H -2.451067 0.723383 1.771325 0.0380 -0.0423 -0.0647
H -2.101132 -1.004117 1.924631 0.1016 -0.0466 -0.0386


Entry 3:
21
Properties=species:S:1:pos:R:3:forces:R:3 method="wB97M-V/def2-TZVPD" e_above_lowest_ev=1.964 lumo_ev="3.05 / 3.03" gap_ha="0.22905 / 0.24471" multiplicity=7 total_charge=-1
C 1.048805 -1.581419 -1.300553 0.8730 0.2412 -0.3260
C 1.949665 -1.420251 -0.204151 0.3693 0.0849 -0.9986
C 2.522495 -0.115438 -0.286331 0.2149 -0.1406 -1.0583
C 1.954842 0.541954 -1.440070 0.6369 -0.9798 0.2328
C 1.045776 -0.369732 -2.061067 0.9534 -0.5993 0.3554
Tb 0.074997 0.237238 0.266335 -1.9853 1.2419 -1.2489
C 0.138071 -0.870886 2.522340 0.3520 0.1156 1.1010
C -0.569394 -1.619737 1.648710 -1.4397 -2.8910 1.4414
C -1.154181 -2.774434 1.321032 0.0625 0.2592 -0.1927
N -1.684368 -0.633807 -0.411985 0.7029 1.4480 0.0258
H 3.304798 0.283772 0.359716 -0.4107 -0.0215 -0.1239
H 2.184096 -2.182926 0.536301 -0.1215 0.2491 -0.1455
H 2.228068 1.531439 -1.800923 -0.2096 -0.2148 0.2042
H 0.498504 -0.203446 -2.986310 -0.0093 0.0297 0.3992
H 0.481632 -2.486032 -1.524901 0.0624 0.5157 0.1985
H 1.228717 -0.992625 2.700771 -0.7882 0.0236 -0.4968
H -2.549253 -0.690557 -0.954338 -0.0160 -0.5447 0.4215
H -0.351425 -0.166004 3.231926 0.1964 -0.5128 -0.7187
H -1.191320 -3.629869 2.018512 0.2274 0.5136 -0.0591
H -1.621274 -2.920649 0.337601 0.3664 0.1772 0.6311
Br 0.270643 2.780640 1.124802 -0.0374 1.0047 0.3577


Entry 4:
26
Properties=species:S:1:pos:R:3:forces:R:3 method="wB97M-V/def2-TZVPD" e_above_lowest_ev=1.105 lumo_ev=-8.73 gap_ha=0.28052 multiplicity=1 total_charge=+2
Cd -0.130064 0.543143 0.389461 0.8033 -2.0308 -0.7645
C -0.174801 1.767492 2.237662 1.2412 1.3840 5.6505
O 0.055927 2.066964 3.324680 -1.1305 -1.0466 -4.6685
C -0.042361 2.360967 -1.129169 -0.3128 4.4533 -1.4457
O -0.073400 3.441521 -1.514680 0.1986 -4.1560 1.2390
C -2.503826 0.044923 0.084843 -4.3622 0.5076 0.9834
O -3.636870 0.116673 0.265748 4.4075 -0.4542 -0.8944
C 2.412637 0.362077 -0.165775 5.1764 0.2771 1.5671
O 3.548668 0.398708 0.079387 -5.3653 -0.2886 -1.3671
C -0.034747 -2.107087 -2.331808 -0.1858 0.3134 2.3159
H 0.828597 -2.424742 -1.782370 0.6932 -0.8130 -0.5227
H -0.950984 -2.418629 -1.853354 -0.4658 -0.6480 -0.7268
C 0.008369 -0.993211 -3.015839 -0.1613 2.7919 0.4801
H -0.873093 -0.361814 -3.172065 -0.0929 -0.7349 -0.6866
H 0.912929 -0.388415 -3.115130 0.1818 -0.7249 -0.6146
C 2.481948 -2.972553 3.248014 0.2487 -0.3111 0.3646
N 1.114352 -3.298138 2.861330 -0.5040 1.3870 -1.4747
C 0.415082 -2.573531 1.945437 -0.7447 -1.7068 1.3916
N -0.898980 -2.970194 1.715095 0.9357 0.0226 0.0756
O 0.881891 -1.561201 1.380314 -0.2887 1.5863 -0.6934
H 2.826045 -2.100272 2.699785 -0.0849 -0.0775 -0.0168
H 3.139979 -3.822241 3.031041 -0.1284 0.2508 0.0226
H 2.523206 -2.762385 4.322272 0.0077 -0.0219 -0.2241
H 0.675146 -4.097275 3.279544 -0.0941 -0.1554 0.0485
H -1.276146 -2.621573 0.847183 0.0058 -0.2556 0.0263
H -1.152305 -3.934807 1.926994 0.0215 0.4515 -0.0653


Entry 5:
27
Properties=species:S:1:pos:R:3:forces:R:3 method="wB97M-V/def2-TZVPD" e_above_lowest_ev=0.166 lumo_ev=-1.27 gap_ha=0.25210 multiplicity=1
Cd 0.366388 0.403898 -0.035108 0.5909 -0.0808 0.2710
N -0.590883 -1.077337 -1.533572 0.0133 -0.1255 0.0973
C -1.284784 -2.053871 -0.638350 0.0093 0.0031 -0.0532
C -0.336856 -2.457941 0.519578 -0.1295 0.0285 -0.1604
O -0.045440 -3.641475 0.638258 0.0288 0.0173 0.0145
N 0.084874 -1.399819 1.225062 0.2524 0.1754 0.1939
C 1.355385 -1.530262 1.948861 -0.0681 -0.1309 0.0488
C 2.566551 -0.758916 1.344064 -0.0150 -0.0569 -0.3110
O 3.593879 -0.783126 1.987745 0.1060 -0.0110 0.0866
O 2.434741 -0.172455 0.180579 -0.4327 0.0027 0.2047
H 0.244126 -1.537194 -1.892122 -0.0100 0.0562 -0.0777
H -1.162456 -0.844452 -2.337675 -0.0402 0.0312 0.0395
H -2.190858 -1.572692 -0.262245 0.0118 -0.0239 0.0160
H -1.550125 -2.961241 -1.178571 -0.0301 0.0213 0.0024
H 1.270619 -1.170934 2.979168 -0.0428 -0.0312 -0.0632
H 1.656064 -2.578221 1.996881 0.0105 0.0133 0.0328
S 0.043729 2.029585 1.908145 -0.5660 0.1770 -0.4289
C -1.612665 1.558787 1.979768 -0.0104 0.0152 0.0436
N -1.888544 0.304248 2.439377 0.1691 0.0054 0.2255
C -3.122438 -0.169003 2.645361 -0.0763 0.1158 -0.1153
C -4.185040 0.646669 2.375488 0.0799 -0.1425 0.0422
C -3.868521 1.897594 1.835462 -0.1296 0.1211 -0.0670
N -2.645429 2.344985 1.630508 0.1775 0.0054 0.1628
H -1.083257 -0.325387 2.520787 0.1340 -0.2328 -0.2272
H -3.190731 -1.189136 2.996929 -0.0253 0.0119 0.0292
H -5.201414 0.326461 2.537696 -0.0139 0.0205 -0.0187
H -4.667801 2.568706 1.538176 0.0065 0.0143 0.0118


Entry 6:
24
Properties=species:S:1:pos:R:3:forces:R:3 method="wB97M-V/def2-TZVPD" e_above_lowest_ev=2.206 smiles="COC(=O)[C@](C)(F)CCN(F)C#CCl" lumo_ev=0.46 gap_ha=0.34337 multiplicity=1
C -2.890294 0.023903 1.043615 0.5126 -4.9998 0.8515
O -1.935188 0.367887 0.083093 2.1668 0.9364 -0.4318
C -0.742749 0.760706 0.597025 -0.0862 0.0269 2.1105
O -0.522699 0.660209 1.800110 0.4549 0.6595 -2.1234
C 0.225924 1.369516 -0.486868 -0.6977 -0.8644 0.8450
C 1.617919 1.733409 0.033563 -3.3324 -3.9341 -0.7175
F -0.336241 2.556605 -0.852302 -0.9087 1.1994 -0.4008
C 0.139322 0.441136 -1.662894 4.8576 -0.4135 -0.8622
C 0.972742 -0.803556 -1.407253 3.6697 -1.0550 1.2106
N 0.304027 -1.748585 -0.512217 -0.6584 -1.5155 -0.5043
F 0.243076 -3.077289 -1.208097 0.0954 1.2486 0.4409
C 0.666031 -2.011422 0.744783 0.9245 0.5847 -0.1089
C 1.118139 -2.022119 1.864287 -0.8977 -0.1508 -2.5650
Cl 1.414951 -2.101068 3.407571 0.5410 -0.0552 2.4508
H -2.422378 -0.360120 2.050903 -0.7775 0.8564 -2.0755
H -3.388698 -0.925221 0.542810 0.2227 2.3065 1.2728
H -3.444143 0.881322 1.223674 -1.7165 1.1924 0.3718
H 2.146159 2.050654 -0.746152 2.4415 1.4175 -3.0810
H 2.031221 0.906737 0.503856 1.0927 -1.6299 0.7056
H 1.488952 2.400374 0.742593 -0.5354 3.6386 3.2818
H 0.674161 0.823545 -2.561620 -0.7037 0.5471 0.5248
H -0.774087 0.077438 -1.912396 -3.0136 -0.3191 -0.6521
H 1.313710 -1.411368 -2.256656 -1.0781 0.3692 -0.3250
H 2.100141 -0.592694 -1.031429 -2.5734 -0.0460 -0.2184


Entry 7:
30
Properties=species:S:1:pos:R:3:forces:R:3 method="wB97M-V/def2-TZVPD" lumo_ev="-12.55 / -12.56" gap_ha="0.25578 / 0.23756" multiplicity=6 total_charge=+3
N -1.442206 0.389592 -2.023515 -0.0785 -0.6721 0.0635
P -1.224259 -1.335951 -1.693398 -0.8705 2.7658 -0.9948
C 0.176834 -0.978264 -0.434836 -0.3277 -0.2688 0.6051
F 1.264584 -0.979125 -1.211188 0.3755 0.0478 -0.4168
F 0.295570 -2.013079 0.421824 -0.0186 -0.1154 0.3511
C 0.143213 0.295438 0.406189 -0.1078 0.3104 -0.1698
C -0.961922 0.741555 1.130276 -0.1348 -0.3197 0.0107
C -0.843757 1.853935 1.952806 -0.1311 0.2161 -0.1750
C 0.360896 2.552785 2.083511 -0.1444 -0.1234 -0.3700
C 1.432108 2.107650 1.341613 0.3088 -0.0628 -0.0294
C 2.774697 2.810702 1.397116 -0.4605 -0.1005 -0.6666
F 2.746666 3.790129 2.271333 0.0071 0.7347 0.6926
F 3.725364 1.967910 1.686957 0.6533 -0.5374 0.2745
F 3.001053 3.323567 0.185993 0.1276 0.2211 -0.3216
C 1.329826 0.994035 0.513176 0.0080 0.0993 0.2339
P -0.831671 -3.677930 -1.383493 -0.9916 -3.2900 -1.5404
O -1.614031 -4.275236 -2.546926 0.3407 1.6087 0.8498
O -1.398223 -4.178297 -0.014395 0.8263 0.2581 0.2025
O 0.687162 -4.075409 -1.466430 0.0324 0.7266 0.5332
H -1.766801 0.469228 -2.984964 0.1851 0.2202 -0.1327
H -2.195730 0.775993 -1.465428 -0.0197 0.0650 0.0834
H -0.858855 -1.551506 -3.029869 0.1499 -0.3695 0.1421
H -2.573709 -1.537330 -1.351512 0.2328 -0.7652 0.2973
H -1.898915 0.206931 1.099149 -0.1726 -0.1003 -0.0008
H -1.691140 2.184282 2.557240 -0.2089 -0.7438 0.5108
H 0.495514 3.394941 2.757951 0.1006 0.0090 0.2875
H 2.209110 0.668248 -0.012672 0.2088 -0.0401 -0.2034
H -0.696383 -4.532197 0.562928 -0.3015 -0.1086 0.2795
H 1.156451 -3.623014 -2.184533 0.3492 -0.3736 -0.1147
Dy -1.801444 4.230419 1.435099 0.0620 0.7087 -0.2815


Entry 8:
31
Properties=species:S:1:pos:R:3:forces:R:3 method="wB97M-V/def2-TZVPD" smiles="C#CC[C@]1(P(=O)(O)O)OS(=O)(=O)O[C@@H]1C[C@H](O)C(F)(F)F" lumo_ev=-0.02 gap_ha=0.38825 multiplicity=1
C 0.573248 3.302715 0.714617 -0.3404 1.2709 -0.1902
C 1.127583 2.260473 0.802811 0.0918 -1.0843 0.4535
C 1.690605 0.939805 1.013758 -0.0508 0.1443 -0.4882
C 1.293648 -0.104753 -0.051778 2.2075 -0.0375 0.7666
P 2.339063 -1.582487 0.340445 -1.0147 -0.9051 0.7009
O 1.780209 -2.194652 1.545666 -0.1236 0.1355 0.2204
O 3.874815 -1.200171 0.456618 -0.0157 0.3872 -0.5840
O 2.265085 -2.527422 -0.928011 0.6176 0.4497 -0.0919
O 1.722522 0.372571 -1.342591 -1.0685 -0.1361 -0.1493
S 0.414347 0.587462 -2.270784 -0.1425 1.1353 -0.2089
O -0.122417 1.886276 -2.073131 0.0719 0.0511 0.3214
O 0.717705 0.193440 -3.592062 0.1427 -0.7403 0.0475
O -0.503411 -0.453046 -1.520687 0.0468 -0.1311 0.0102
C -0.156080 -0.592304 -0.109897 -0.2120 -0.4927 -0.8366
C -1.122039 0.026862 0.864987 -0.2983 0.3234 -0.7025
C -2.581685 -0.417437 0.698355 0.3078 0.1379 0.0519
O -2.756596 -1.794142 0.532649 0.0059 -0.1858 0.0213
C -3.366224 0.361026 -0.360993 -0.8625 -0.0821 0.0346
F -4.701081 0.202173 -0.109491 0.7814 0.1968 -0.2692
F -3.106830 1.685980 -0.304823 -0.0638 -0.6461 -0.2353
F -3.156245 -0.092905 -1.614281 -0.0865 0.4259 0.5101
H 0.136492 4.260374 0.594242 -0.1244 0.1185 -0.0420
H 2.770315 1.055992 0.949498 0.1940 -0.0638 0.0325
H 1.457975 0.567043 2.005897 -0.1104 -0.1009 0.1618
H 4.032009 -0.690754 1.259624 0.2549 -0.0943 0.1382
H 3.017587 -2.375103 -1.517797 -0.1656 -0.1560 -0.2727
H -0.180711 -1.667981 0.023263 0.0508 -0.1797 0.1710
H -0.790786 -0.293271 1.847032 0.0693 0.0184 0.2228
H -1.083862 1.108337 0.785834 0.0412 0.1462 0.2188
H -3.078453 -0.170663 1.630912 -0.1586 0.0722 0.1342
H -2.402815 -2.074516 -0.317855 -0.0457 0.0226 -0.1471


The records above give, respectively, largest force on an atom values of 2.72, 1.48, 3.54, 5.95, 0.73, 5.21, 3.77, 2.34 eV/Å.